No. 1
Computed, not measured: an isolated molecule of CH3Cl2PS at a distorted geometry, with ωB97M-V/def2-TZVPD.

Calculated values
**Orbital gap**: 9.738 eV
**Total energy**: -46256.305 eV
**Charge**: 0
**HOMO**: -9.270 eV
**Max |F|**: 4.4 eV/A
**Relative energy (zero: lowest compared OMol25 entry of this formula, charge and spin)**: 0.0185 eV

Geometry as XYZ:
```
8
CH3Cl2PS ωB97M-V/def2-TZVPD
C -1.05790 -0.05123 0.04759
P 0.87460 -0.04147 -0.05275
S 1.65058 -1.75759 0.43348
Cl 1.30104 0.69692 -1.81431
Cl 1.34380 1.34582 1.26149
H -1.43226 1.02603 0.20871
H -1.42451 -0.53194 -0.90886
H -1.25534 -0.68655 0.82465
```

***

No. 2
Computed, not measured: a 2-piece molecular cluster, CH3Cl3N2P overall at a distorted geometry, with ωB97M-V/def2-TZVPD.

Calculated values
**Orbital gap (alpha / beta)**: 7.340 / 7.615 eV
**Total energy**: -50909.480 eV
**Charge**: +1
**HOMO (alpha / beta)**: -14.740 / -14.870 eV
**Max |F|**: 3.9 eV/A
**Relative energy (zero: lowest compared OMol25 entry of this formula, charge and spin)**: 5.0575 eV

Geometry as XYZ:
```
10
CH3Cl3N2P ωB97M-V/def2-TZVPD
C 1.39366 1.38125 -0.45875
N 0.30807 0.82400 0.01674
N 0.13089 -1.16406 -0.49752
P -1.21559 -1.41769 0.35307
Cl -1.63764 -3.28327 0.02017
Cl -2.74690 -0.43005 -0.31679
Cl -1.05480 -0.97433 2.26592
H 1.63350 1.65727 0.66645
H 1.23529 2.50201 -0.76411
H 1.95351 0.90486 -1.28518
```